Below is 2 unconnected molecules or ions with the total composition C4H6, with properties calculated with ωB97M-V/def2-TZVPD.

The highest occupied orbital energy is -9.1 eV. Its relative energy (zero: lowest compared OMol25 entry of this formula, charge and spin) is 391.1 kJ/mol. The total charge is 0.

Each line ends with the Löwdin charge.
CARTESIAN COORDINATES (ANGSTROEM)
C (-0.951467, 0.451281, 0.462396)  -0.202
C (-0.129117, 1.274294, 1.155826)  -0.083
C (1.041452, -1.368260, -0.763799)  -0.012
C (0.181977, -0.631220, -1.156168)  -0.081
H (-1.685025, 0.831750, -0.356330)  0.100
H (-1.015937, -0.608653, 0.743758)  0.071
H (0.111806, 2.460394, 1.063623)  0.109
H (0.659189, 0.805235, 1.641412)  0.010
H (1.458585, -2.113227, 0.004731)  0.076
H (-0.385689, 0.267927, -1.286725)  0.011

Forces on atoms 1 to 2 (eV/Å):
C -1.7 2.6 1.4
C -0.6 2.4 -2.0



Below is 4 unconnected molecules or ions with the total composition C26H38F3O14P3, with properties calculated with ωB97M-V/def2-TZVPD.

The highest occupied orbital energy is -8.5 eV. The total charge is 0.

Each line ends with the Löwdin charge.
CARTESIAN COORDINATES (ANGSTROEM)
C (-4.682886, 2.822350, -1.057553)  0.110
C (-4.050271, 1.913688, -1.588074)  -0.067
C (-3.157221, 0.648142, -1.735667)  -0.110
C (-1.890089, 0.857117, -2.267358)  0.062
C (-0.951654, -0.419941, -2.407010)  -0.296
O (-0.218699, -0.582107, -3.367564)  0.080
C (-1.101957, -1.463926, -1.217354)  -0.002
C (-2.494209, -1.685012, -0.630907)  -0.042
C (-2.768015, -2.664107, 0.464680)  0.008
C (-1.635564, -3.447061, 1.057973)  0.003
C (-0.250858, -3.204094, 0.509873)  -0.121
C (0.898288, -4.028084, 1.216045)  -0.132
C (0.862572, -3.997495, 2.621592)  -0.014
C (0.031131, -2.236786, -0.632140)  -0.081
C (1.512370, -2.056366, -1.127800)  -0.114
C (2.283591, -1.203063, -0.015881)  -0.051
C (1.615802, 0.193409, 0.294879)  -0.430
F (2.616644, 0.976429, 0.937341)  0.019
F (1.258440, 0.917902, -0.844592)  0.095
F (0.564586, 0.131208, 1.209474)  0.094
C (-3.643845, -0.795031, -1.267461)  -0.266
O (-4.786243, -1.193039, -1.415070)  0.097
H (-5.313476, 3.667130, -0.662323)  0.058
H (-1.516258, 1.875808, -2.574377)  0.138
H (-3.845024, -2.759328, 0.789884)  0.114
H (-1.804689, -4.187678, 1.895103)  0.109
H (1.684128, -4.603989, 0.650617)  0.108
H (0.965947, -4.925592, 3.261668)  0.067
H (0.739897, -3.025499, 3.200045)  0.082
H (1.613644, -1.520072, -2.116129)  0.109
H (2.056227, -3.064141, -1.263883)  0.128
H (3.306489, -0.964910, -0.460928)  0.142
H (2.356569, -1.792064, 0.945508)  0.127
C (7.330112, -5.806350, -2.146009)  -0.099
O (6.466200, -5.231512, -3.124819)  -0.220
P (4.940661, -4.965853, -2.713826)  0.376
O (4.609500, -5.239456, -1.307878)  -0.233
O (4.112674, -5.824877, -3.776244)  -0.221
C (4.137614, -7.239096, -3.632895)  -0.097
O (4.688472, -3.465892, -3.179418)  -0.209
C (4.733106, -3.166354, -4.572818)  -0.098
H (7.173289, -6.885384, -2.105064)  0.088
H (8.361279, -5.608816, -2.438613)  0.089
H (7.161924, -5.368362, -1.162100)  0.085
H (4.084094, -7.530233, -2.581880)  0.088
H (5.049872, -7.638274, -4.081250)  0.090
H (3.275400, -7.652383, -4.155030)  0.091
H (3.795253, -3.466298, -5.041268)  0.090
H (5.567787, -3.671752, -5.061507)  0.087
H (4.855197, -2.090260, -4.691157)  0.092
C (3.506516, 1.774572, 3.283527)  -0.108
O (4.505263, 1.871565, 4.300745)  -0.216
P (4.841349, 0.553593, 5.145191)  0.380
O (4.158556, -0.669075, 4.699713)  -0.228
O (4.532662, 0.985533, 6.653418)  -0.223
C (3.168519, 1.141163, 7.019773)  -0.100
O (6.430403, 0.484103, 5.107391)  -0.199
C (7.173324, 1.512915, 5.754356)  -0.105
H (2.515178, 1.833305, 3.736448)  0.094
H (3.631527, 2.609621, 2.594912)  0.091
H (3.604332, 0.850708, 2.723176)  0.065
H (2.547772, 0.364134, 6.569021)  0.087
H (2.813582, 2.125558, 6.707273)  0.090
H (3.093143, 1.064493, 8.104034)  0.089
H (7.193561, 1.328636, 6.829057)  0.088
H (6.744839, 2.497107, 5.556955)  0.087
H (8.194911, 1.491543, 5.376082)  0.090
C (-10.527743, 6.145750, -0.034434)  -0.101
O (-9.762040, 5.989556, -1.227354)  -0.220
P (-8.185094, 6.262964, -1.146436)  0.377
O (-7.663864, 6.537334, 0.199549)  -0.228
O (-7.952177, 7.432364, -2.210110)  -0.221
C (-8.419471, 8.729708, -1.865183)  -0.098
O (-7.551050, 4.991821, -1.861476)  -0.217
C (-7.800600, 4.795798, -3.251620)  -0.097
H (-10.739007, 7.203354, 0.131406)  0.088
H (-11.469568, 5.611123, -0.157572)  0.088
H (-10.006950, 5.730660, 0.828488)  0.085
H (-8.235426, 8.948160, -0.811309)  0.088
H (-9.488194, 8.804258, -2.077215)  0.090
H (-7.885491, 9.459736, -2.472502)  0.090
H (-7.148271, 5.446220, -3.835019)  0.089
H (-8.843301, 4.999709, -3.500836)  0.087
H (-7.574997, 3.759365, -3.500283)  0.093

Forces on atoms 1 to 2 (eV/Å):
C 0.0 -0.3 -0.7
C 0.2 -1.3 1.6



Below is 2 unconnected molecules or ions with the total composition C13H17ClN2O2, with properties calculated with ωB97M-V/def2-TZVPD.

The highest occupied orbital energy is -8.3 eV. Its relative energy (zero: lowest compared OMol25 entry of this formula, charge and spin) is 1764.7 kJ/mol. The total charge is 0.

Each line ends with the Löwdin charge.
CARTESIAN COORDINATES (ANGSTROEM)
O (-0.115831, 0.813127, -5.409929)  -0.005
N (-0.590477, 0.266394, -4.276131)  -0.344
O (-1.679093, 0.063960, -3.983948)  0.150
C (0.367125, -0.167133, -3.391015)  -0.126
C (-0.243351, -0.789046, -2.250908)  0.107
C (0.817024, -1.033489, -1.335723)  -0.064
C (2.184163, -0.772978, -1.666698)  -0.466
C (2.665035, -0.546842, -2.768850)  -0.192
C (1.776103, -0.109548, -3.750475)  0.068
H (2.037573, 0.424844, -4.614580)  0.102
H (3.941561, -0.379713, -2.951696)  0.210
Cl (3.514777, -1.620409, -0.512327)  0.509
C (0.158558, -1.658934, 0.059726)  -0.049
N (-0.060621, -0.559131, 0.982495)  -0.185
C (0.733898, 0.394711, 1.175806)  -0.359
C (0.707350, 1.200811, 2.529018)  -0.080
C (-0.855718, 1.638058, 3.009157)  -0.141
C (-1.691846, 0.450292, 3.131082)  -0.271
C (-2.330053, -0.139463, 2.018992)  -0.190
H (-2.742540, -0.944921, 2.035202)  -0.004
C (-1.513442, -0.185783, 0.603224)  -0.039
H (-1.809273, -0.653015, -0.168991)  0.020
H (-1.326854, 0.920924, 0.208954)  0.152
H (-3.095211, 0.785696, 1.635069)  0.180
H (-1.026713, -0.774240, 3.596090)  0.213
H (-2.433032, 0.600484, 4.007637)  0.133
H (-0.806090, 2.123452, 3.931056)  0.098
H (-0.973037, 2.164338, 2.341737)  -0.035
H (1.394858, 2.029028, 2.589913)  0.086
H (0.994037, 0.393884, 3.336396)  0.122
H (1.886750, 0.051703, 1.092218)  0.150
H (0.586222, 1.217446, 0.426892)  0.121
H (-0.389155, -2.330368, -0.050698)  0.004
H (1.060820, -2.092251, 0.556215)  0.108
H (-1.143515, -0.781889, -2.134910)  0.018

Forces on atoms 1 to 2 (eV/Å):
O -2.5 -1.6 3.8
N 5.4 3.0 -6.9



Below is a molecular structure, C24H41Br3Cl3Cs2F3IMgN3O6P2, with properties calculated with ωB97M-V/def2-TZVPD.

The highest occupied orbital energy is -5.4 eV. Its relative energy (zero: lowest compared OMol25 entry of this formula, charge and spin) is 206.0 kJ/mol. The total charge is 0.

Each line ends with the Löwdin charge.
CARTESIAN COORDINATES (ANGSTROEM)
C (-0.167687, 2.254231, 4.294441)  0.058
C (0.522254, 1.108689, 4.331583)  -0.089
N (1.062539, 0.354191, 3.178135)  0.030
C (2.444879, 0.756508, 2.706819)  -0.354
C (2.708220, 2.265424, 2.732723)  -0.065
C (3.409398, 0.119604, 3.805053)  -0.083
C (4.736169, 0.848081, 4.021557)  -0.208
F (5.471573, 1.017778, 2.871202)  -0.005
C (2.844226, 0.058168, 1.339836)  -0.311
P (3.067986, 1.305285, -0.080376)  0.717
O (4.421432, 1.856713, 0.054994)  -0.448
N (2.025508, -1.100720, 1.000869)  -0.208
C (2.605275, -2.402958, 1.231326)  -0.678
I (4.511818, -2.700638, 0.172330)  0.918
C (1.745952, -3.632359, 0.845900)  -0.307
C (0.860987, -4.196381, 1.987557)  -0.083
C (0.588254, -0.950472, 1.031663)  -0.345
P (0.118892, -0.493298, -0.790736)  0.941
C (-1.485003, -1.266085, -1.286180)  -0.263
C (1.328280, -1.322946, -1.969635)  -0.520
C (0.040411, 0.137597, 2.081834)  -0.622
Cl (-0.273075, 1.621785, 1.096510)  0.267
O (-1.023160, -0.296613, 2.831218)  -0.069
C (-2.261350, -0.622167, 2.188293)  -0.093
C (-3.319902, 0.555643, 2.034655)  -0.309
C (-3.637885, 0.902759, 0.536949)  -0.072
O (-2.961227, 1.719621, 2.834745)  -0.075
H (0.186040, 3.073539, 3.658029)  0.065
H (-1.106274, 2.369254, 4.840497)  0.092
H (0.766548, 0.697836, 5.316315)  0.138
H (1.185561, -0.604999, 3.530526)  0.193
H (2.734400, 2.606400, 3.782936)  0.094
H (3.663544, 2.559021, 2.280664)  0.096
H (1.923229, 2.870154, 2.257413)  0.052
H (3.667372, -0.902791, 3.480710)  0.117
H (2.925768, 0.016225, 4.790675)  0.124
H (5.341737, 0.219911, 4.699348)  0.130
H (4.637333, 1.812189, 4.543654)  0.121
H (3.888117, -0.232823, 1.515549)  0.076
H (2.196363, 2.433901, 0.048417)  -0.023
H (2.971935, 0.692080, -1.351156)  0.013
H (2.880243, -2.528857, 2.296169)  0.072
H (1.083109, -3.317329, 0.018093)  0.096
H (2.332209, -4.456461, 0.430634)  0.067
H (1.402500, -4.952786, 2.567781)  0.084
H (0.028279, -4.734600, 1.507428)  0.070
H (0.387899, -3.421352, 2.606015)  0.060
H (-0.021970, -1.835592, 1.259487)  0.107
H (-1.794587, -2.045859, -0.585630)  0.013
H (-2.240917, -0.485411, -1.419222)  0.007
H (-1.389181, -1.753730, -2.268197)  0.044
H (2.038676, -1.961348, -1.447386)  -0.039
H (0.759773, -2.000975, -2.694947)  -0.113
H (1.805530, -0.571314, -2.591811)  -0.031
H (-2.762393, -1.324188, 2.866389)  0.117
H (-2.124890, -1.198286, 1.265382)  0.086
H (-4.276348, 0.222333, 2.461603)  0.144
H (-4.596294, 1.455483, 0.550562)  0.090
H (-3.832963, -0.031300, 0.002333)  0.090
H (-2.907875, 1.573814, 0.036614)  -0.088
H (-3.134181, 2.515911, 2.319626)  0.041
Cl (2.090222, -2.970906, -3.643059)  0.346
Cs (-1.330798, 3.315124, -0.201155)  0.940
C (-5.995814, 7.887355, -0.249621)  -1.509
Br (-6.467230, 5.988319, -0.039214)  0.435
Br (-4.254368, 8.282223, 0.498044)  0.448
Br (-6.116881, 8.479881, -2.103836)  0.556
H (-6.727863, 8.454350, 0.309673)  -0.017
F (-1.829469, 7.899830, 0.001788)  -0.861
Mg (-5.037691, 5.984978, -2.273832)  0.377
N (-2.351002, -4.107329, 2.037152)  -0.622
O (-2.339268, -5.334976, 2.103636)  -0.013
O (-2.267166, -3.410717, 3.077873)  -0.078
O (-2.434938, -3.533747, 0.918994)  -0.090
F (5.142841, 0.773598, -1.629751)  -0.724
C (-0.322025, -2.686875, -9.130135)  -0.094
C (0.380691, -3.297628, -8.099510)  -0.082
C (0.214629, -2.876804, -6.792320)  -0.175
C (-0.678240, -1.835485, -6.487469)  -0.212
C (-1.383013, -1.245839, -7.533102)  -0.090
C (-1.200579, -1.660774, -8.846807)  -0.100
H (-0.182970, -3.016097, -10.152358)  0.102
H (1.067142, -4.105381, -8.319896)  0.105
H (0.778039, -3.358980, -6.013021)  0.028
H (-0.843544, -1.496659, -5.484186)  0.025
H (-2.086542, -0.449914, -7.318690)  0.099
H (-1.752260, -1.183252, -9.646907)  0.100
Cl (1.216131, -1.368821, -4.762846)  0.425
Cs (-3.291047, 6.219061, 2.122752)  0.754

Forces on atoms 1 to 2 (eV/Å):
C 0.6 0.3 -1.0
C -0.4 0.2 1.2